No. 1
Molecular formula: ClH2O
Method: DFT, ωB97M-V with the def2-TZVPD basis set

Geometry as XYZ:
```
4
Properties=species:S:1:pos:R:3:lowdin_charge:R:1
H 0.1780 -0.2155 0.1382 -0.05
O -0.1714 -1.1004 -0.1130 -0.14
Cl 1.1315 2.3603 -0.0877 -0.84
H -1.1380 -1.0444 0.0625 0.03
```

Total charge: -1
Energy relative to the best compared isomer or geometry (same formula, charge and spin): 16.8 kJ/mol
2S+1: 1
Lowest unoccupied orbital energy: 4.44 eV
Orbital gap: 8.20 eV


No. 2
Molecular formula: C17H27CaCl3CsKN6O8PS3
Method: DFT, ωB97M-V with the def2-TZVPD basis set

Geometry as XYZ:
```
68
Properties=species:S:1:pos:R:3:lowdin_charge:R:1
N 1.0023 -0.6872 -1.3599 -0.40
S -0.3278 6.2821 1.1514 0.22
N -2.3561 0.8536 1.3780 -0.46
S -3.5641 -0.2775 1.0202 0.93
H -2.7717 6.7072 2.2883 -0.13
C 2.0777 -0.8835 -1.6916 -0.35
O -3.4682 -1.2698 -4.5013 -0.27
H 7.8288 -8.9656 -0.0924 0.09
H 7.8148 -5.2868 -2.3911 0.05
C -8.6375 3.5574 1.1349 -0.01
O -2.9287 -1.9349 -2.2462 -0.42
C -2.1589 3.3383 1.2428 -0.13
H 4.9716 -2.7767 -1.9545 0.10
O -7.9957 4.8880 0.5762 -0.08
C 3.9358 -2.7219 -0.0759 -0.20
C -6.3241 3.1973 -0.1823 -0.02
H -4.7853 5.2512 0.1904 0.13
C -4.8859 3.1505 0.3005 -0.17
H 3.3117 -3.3533 -2.0482 0.12
C 7.6425 -8.5448 -1.0795 -0.07
Ca -2.7669 5.2089 3.6216 1.33
C -4.9685 -0.4937 4.9771 -1.55
C 8.1195 -3.2372 -2.7409 -0.67
H 3.5615 -1.1326 -3.1829 0.14
H -4.4280 6.1631 4.6280 0.03
H -6.7984 2.2211 -0.2266 0.12
K -1.5158 0.0782 -0.4549 0.70
O 7.7085 -2.1047 -2.5230 0.01
H -1.1289 3.4127 1.5877 0.09
N 9.5921 -6.9865 -1.8152 0.14
C -2.8023 2.1439 1.1167 -0.32
Cl -6.0027 0.9068 4.6634 0.50
H -6.4476 3.8123 -1.0734 0.14
H 2.9325 -2.5983 0.3132 -0.24
C 3.9583 -2.5851 -1.6034 -0.22
H -9.5343 4.1511 1.3661 0.12
Cl -3.2832 -0.1090 4.6068 0.50
H 7.5189 -9.3736 -1.7751 0.09
H -5.2832 -1.3000 4.3262 0.02
O -5.0509 -0.8866 -2.7442 -0.30
H -8.4087 3.4280 2.2558 0.07
H 4.1581 -0.4081 -1.6847 0.15
C 8.7306 -7.6709 -1.4914 -0.28
O -3.0122 0.4039 -2.8215 -0.45
C -7.0781 3.9768 0.9693 -0.31
C -2.8916 4.4898 0.8998 -0.53
C 3.5077 -1.1832 -2.0949 -0.09
S -3.6185 -0.9219 -3.0877 0.19
H 9.5642 -4.4107 -3.6860 0.09
Cs 1.1475 -2.0947 0.1078 1.79
H 6.6962 -4.1906 -1.6578 0.08
H 6.6972 -8.0050 -1.0363 0.08
Cl -5.1349 -1.0295 6.6443 0.56
P -2.2548 6.1648 1.0277 0.27
H 4.5820 -1.9806 0.4005 0.11
N -4.7604 0.7356 0.5293 -0.13
H -5.6515 5.9993 3.7366 0.11
C -4.2171 1.9478 0.6325 -0.28
H 8.6783 -0.4789 -0.9160 -0.12
N 9.2141 -3.4884 -3.5029 0.17
O 9.0914 -0.0980 -0.1296 -0.29
H 9.6927 -2.6971 -3.8925 0.11
C -4.2442 4.3390 0.4459 -0.07
O -4.7093 6.2400 3.7025 -0.18
H -6.5203 4.1755 1.8922 0.12
H -2.8048 6.9996 0.0313 0.03
H 4.2820 -3.7100 0.2278 0.10
N 7.5024 -4.3468 -2.2290 0.16
```

Total charge: +1
2S+1: 1
Lowest unoccupied orbital energy: -6.46 eV
Orbital gap: 1.08 eV


No. 3
Molecular formula: C37H34AsF3MoO4P2S2
Method: DFT, ωB97M-V with the def2-TZVPD basis set

Geometry as XYZ:
```
84
Properties=species:S:1:pos:R:3:lowdin_charge:R:1
H -3.8105 1.9932 0.2331 0.12
H 5.4510 0.1299 0.7436 0.03
H -3.2825 -1.5611 0.4379 0.11
H 2.4627 -2.5206 2.2394 0.01
H 3.5093 6.7780 -0.1518 0.12
H 1.5531 -1.3967 3.2694 0.04
H -2.3275 -5.1100 2.9026 0.12
C -1.2932 -6.2212 1.3943 -0.04
C -3.3228 1.8905 1.1938 -0.06
F 2.4729 0.8298 -4.2067 0.16
F 4.6050 1.1701 -4.3964 0.22
H 3.8167 2.1863 2.5363 0.05
C -1.8179 -3.0003 -2.5442 -0.07
H -4.8317 2.9354 2.2826 0.12
C -3.8857 2.4199 2.3414 -0.04
C -5.0217 -1.2019 -2.4486 -0.04
O 1.0417 1.7400 1.1094 -0.24
H -2.2175 -1.8681 -5.7018 0.12
C 1.1933 5.9247 2.1707 -0.05
C -0.5145 -6.1719 0.2461 -0.04
F 3.3445 2.6344 -3.4149 0.18
C -2.0280 1.6039 3.6444 -0.06
H -1.5585 -7.1769 1.8156 0.12
C -2.3482 -2.8647 -3.8152 -0.05
C -0.7150 -2.2295 -2.1915 -0.35
O 4.7666 0.6818 -1.5784 0.19
C -0.1686 -4.9504 -0.2946 -0.10
H -0.5283 0.5067 2.5499 0.08
C 2.0772 6.7143 1.4428 -0.03
H 5.4368 -0.6886 2.3353 0.06
As 3.0972 -0.1176 1.6586 1.09
H 3.9563 0.9145 3.7710 0.06
C -3.2350 2.2846 3.5599 -0.04
H 0.3938 3.9598 2.4751 0.12
H -0.2639 -0.4999 -5.0519 0.12
C 1.8696 4.0074 0.9041 -0.14
H 4.9938 -1.5858 0.8515 0.05
C -0.6103 -3.7799 0.3220 -0.36
C -2.8195 -0.1925 -1.1431 -0.37
C -0.6958 -1.2046 -4.3614 -0.04
C -1.3822 -3.8218 1.4758 -0.08
O 2.6706 0.0873 -1.7801 -0.32
C 3.5648 1.3296 -3.6040 -0.54
C -4.6698 -1.7089 -1.2032 -0.05
H 0.5890 6.3736 2.9429 0.12
P -1.4226 0.4811 -0.2253 0.62
Mo 1.6006 0.2568 -0.3597 1.35
C -1.7935 -1.9718 -4.7178 -0.04
S -0.3110 1.6986 -1.4320 0.55
H -3.2055 -3.4535 -4.0956 0.12
H -4.5509 0.2010 -4.0042 0.12
P -0.0339 -2.2801 -0.5083 0.59
H 2.1651 7.7689 1.6653 0.12
C -3.5676 -1.1999 -0.5421 -0.09
C -2.1057 1.2172 1.2818 -0.33
C -4.2713 -0.1969 -3.0407 -0.05
O 2.5116 2.1346 -0.3821 -0.15
H 3.3261 4.3582 -0.6368 0.12
C -1.7259 -5.0550 2.0074 -0.05
C 3.7527 0.6543 -2.2088 -0.45
C 2.7419 4.8088 0.1524 0.01
H -5.8923 -1.5884 -2.9565 0.12
H -5.2597 -2.4901 -0.7457 0.12
H -1.5320 1.5097 4.5999 0.11
C 4.9446 -0.6182 1.3576 -0.23
H -3.6661 2.7189 4.4481 0.12
H 0.4424 -4.8901 -1.1864 0.11
C -0.1569 -1.3348 -3.0969 -0.13
H -2.2510 -3.6841 -1.8291 0.11
C -3.1595 0.3107 -2.3910 -0.09
S 2.0006 -2.3323 -0.5659 0.48
H -1.7005 -2.9021 1.9462 0.10
C 2.5245 -1.5913 2.8110 -0.26
C -1.4609 1.0588 2.5055 -0.10
C 2.8420 6.1563 0.4255 -0.04
H -2.5603 1.0949 -2.8298 0.08
H 2.3608 1.6265 3.4042 0.04
H 0.7090 -0.7403 -2.8121 0.05
C 1.7989 2.6065 0.5548 -0.64
H -0.1700 -7.0793 -0.2231 0.12
C -0.1123 -0.6538 0.1839 -0.63
H 3.2729 -1.7115 3.6015 0.05
C 1.0806 4.5743 1.9116 0.01
C 3.3172 1.3146 2.9730 -0.22
```

Total charge: +2
Energy relative to the best compared isomer or geometry (same formula, charge and spin): 132.9 kJ/mol
2S+1: 1
Lowest unoccupied orbital energy (alpha / beta): -7.66 / -7.66 eV
Orbital gap (alpha / beta): 6.54 / 6.53 eV


No. 4
Molecular formula: C28H24N9O4RhSSe2Te2
Method: DFT, ωB97M-V with the def2-TZVPD basis set

Geometry as XYZ:
```
71
Properties=species:S:1:pos:R:3:lowdin_spin:R:1
H -3.1890 -3.6725 -2.5277 0.00
C 1.9955 0.7196 1.3169 0.01
H -3.9853 0.2824 -4.8416 0.00
H -0.1794 -4.2912 1.3559 0.00
H 0.6743 -3.2082 -0.7487 0.00
C 1.4980 4.1642 6.1403 0.00
H -1.5805 2.7113 0.9032 0.00
O -3.1658 -4.5871 2.8928 0.00
H 4.1014 1.7471 4.6313 0.00
H 1.9560 6.2200 7.9862 0.00
C -1.1975 -3.4373 -1.7717 0.01
S -2.6231 -5.5959 1.9985 0.00
N -0.6796 -2.9745 -3.0225 0.16
C 2.6914 3.9072 6.8080 0.00
C -0.3494 -3.5577 -0.6746 0.01
H 4.1986 -0.9762 1.1190 0.00
C 1.8291 2.0246 3.0915 0.00
C -2.1159 -4.6118 0.5383 0.02
Se 1.9491 -1.4483 -5.0519 0.43
C -1.2874 2.0419 0.1067 0.09
H -1.3919 -2.9891 -3.7431 0.01
C -1.4808 0.4175 -5.3909 0.01
H 0.7605 4.8370 6.5541 0.00
N -0.5074 0.3442 -1.9770 0.17
C 0.8217 1.4523 1.2954 0.00
N -2.0208 1.2815 -6.1739 0.00
N 1.7069 -1.1428 -1.8627 0.16
C 2.3674 -0.2097 0.2992 0.03
Rh 0.4083 -0.8660 -3.3682 1.20
H -2.9329 3.0679 -7.5483 0.00
H 2.6207 5.6619 9.5358 0.00
H 4.5774 -2.5236 -0.8082 0.00
H -2.2707 0.8662 -2.9078 0.00
C 2.8174 -1.8962 -1.8244 0.05
C -3.2772 1.6454 -6.1675 0.00
Te -0.7218 -3.5704 -7.4204 0.34
H 0.3191 3.7267 4.3998 0.00
C 0.2807 0.4637 -0.8454 0.10
C -0.8123 -4.1453 0.4921 0.00
H -5.1752 1.3201 -5.4972 0.00
H -4.5603 3.0196 -6.9662 0.00
H 2.9818 -2.5679 -2.6588 0.00
C 1.2422 3.5422 4.9310 0.00
Se -2.8282 -2.9603 -6.3904 0.65
C 3.6188 3.0320 6.2430 0.00
C -1.6634 1.0168 -2.0258 0.05
C 3.3550 2.4175 5.0391 0.00
C 3.7179 -1.8711 -0.7890 0.09
C -2.0892 1.8652 -1.0321 0.08
N 0.7367 2.2520 2.3968 0.00
H 4.5392 2.8493 6.7811 0.00
N -3.6581 2.5858 -7.0462 0.00
C -0.1044 1.3426 0.2075 0.03
Te 1.0064 -1.4793 -7.3419 0.06
O -3.5961 -6.5228 1.4540 0.00
C 2.1566 2.6601 4.3618 0.00
O 3.0444 4.4477 7.9971 0.00
C -2.9932 -4.4193 -0.5113 0.00
N -4.2006 1.1411 -5.3228 0.00
H -4.0090 -4.7797 -0.4269 0.00
C 1.4552 -0.2915 -0.7948 0.10
O -1.3772 -6.1936 2.4403 0.00
C 3.4956 -1.0066 0.2972 0.10
H -3.0286 2.3851 -1.1468 0.00
H 3.5017 0.7466 2.8130 0.00
C -2.5330 -3.8147 -1.6731 0.02
H 0.1121 -3.5359 -3.3137 0.00
H 1.1918 4.8561 8.8492 0.00
N 2.6275 1.1005 2.4699 0.00
C 2.1414 5.3440 8.6139 0.00
N -0.9127 -0.3605 -4.7466 0.01
```

Energy relative to the best compared isomer or geometry (same formula, charge and spin): 220.9 kJ/mol
2S+1: 5
Expectation value of S²: 6.044
Lowest unoccupied orbital energy (alpha / beta): -1.58 / -3.26 eV
Orbital gap (alpha / beta): 4.18 / 3.74 eV


No. 5
Molecular formula: C3H3NOS3
Method: DFT, ωB97M-V with the def2-TZVPD basis set

Geometry as XYZ:
```
11
Properties=species:S:1:pos:R:3:lowdin_charge:R:1
C -0.5375 0.8641 0.0524 -0.67
O 0.7787 -0.8612 -0.1554 -0.03
C 1.4600 0.2460 -0.1024 -0.85
H -1.8476 -2.3178 1.0088 -0.04
S 3.1932 0.2863 -0.1759 0.85
N 0.7326 1.3067 -0.0795 0.04
S -1.7389 2.2284 -0.1671 0.79
S -1.9691 -1.5626 -0.2617 0.76
H 3.3343 -1.1400 -0.0536 -0.05
C -0.6165 -0.4821 0.0666 -0.64
H -2.7892 1.4323 -0.1322 -0.18
```

Structure (SMILES): Sc1nc(S)c(S)o1
Energy relative to the best compared isomer or geometry (same formula, charge and spin): 90.4 kJ/mol
2S+1: 1
Lowest unoccupied orbital energy: 0.41 eV
Orbital gap: 9.09 eV


No. 6
Molecular formula: C21H23N3O6S
Method: DFT, ωB97M-V with the def2-TZVPD basis set

Geometry as XYZ:
```
54
Properties=species:S:1:pos:R:3:lowdin_charge:R:1
H -6.0845 -2.0729 2.0210 0.09
O -2.3163 1.6035 -1.9264 0.05
C 1.7919 -0.5259 0.8447 -0.45
C 1.4035 2.7913 0.3157 -0.48
C 3.3726 0.4999 -0.7593 -0.06
O -0.4624 -2.6377 -2.1137 -0.28
H -2.8681 -2.8324 -1.5802 0.11
H -4.6971 1.7966 0.2837 0.10
H -4.0940 0.5614 -2.0676 0.12
H -0.2196 2.9644 -2.3691 0.14
H 2.3651 -1.8487 -0.8155 0.10
H -2.5211 3.3135 0.8348 0.11
C -1.9909 -0.8046 0.9672 -0.04
C 1.9814 -1.8976 0.1990 -0.14
O 1.4543 3.9809 0.5578 0.05
O 5.4356 0.2078 0.5095 0.06
N 2.5025 0.5266 0.4046 -0.05
C -3.5291 1.2523 -1.4743 -0.13
H -5.6377 -0.4496 2.5582 0.08
H 2.6570 -2.4965 0.8161 0.15
C 2.3157 1.8038 1.0574 -0.04
O 0.9912 -0.4285 1.7659 0.04
H 1.8537 1.6153 2.0318 0.14
C -3.8029 1.8791 -0.2989 -0.07
C -2.9965 -2.2286 -0.6962 -0.05
C -0.4227 3.0113 -1.2941 -0.07
H 3.6006 1.5404 -1.0070 0.15
H -1.1144 -0.3211 1.3704 0.10
N 0.6913 -2.5604 0.1420 -0.10
C -2.6672 2.6737 -0.0109 -0.01
C 5.1986 -1.3488 -1.0591 -0.03
H -5.0978 -2.5569 -0.4952 0.12
C -3.2271 -0.6528 1.5720 -0.03
C -4.3557 -1.2772 1.0535 -0.27
C 4.6427 -0.2417 -0.4882 -0.27
S -0.3194 -1.7791 -0.9795 0.71
C 6.4974 -0.6107 0.5764 -0.11
H 0.2568 -2.5253 1.0575 0.10
H 4.8037 -1.9185 -1.8750 0.11
N 0.5759 2.2382 -0.5812 0.10
C -1.8910 -1.5949 -0.1608 -0.27
O 0.2557 -0.4769 -1.2427 -0.30
H 7.2349 -0.3968 1.3239 0.12
H -0.3383 4.0432 -0.9424 0.13
H -6.4058 -0.6911 0.9832 0.08
H 2.8548 0.0532 -1.6123 0.13
C -5.6967 -1.1085 1.6964 -0.04
C -4.2262 -2.0678 -0.0860 -0.03
H -3.3124 -0.0377 2.4550 0.12
C 6.4111 -1.5865 -0.3657 -0.06
C -1.7914 2.4742 -1.0383 -0.26
H 3.2837 2.2835 1.2229 0.14
H 7.1129 -2.3736 -0.5479 0.10
H 0.5417 1.2351 -0.7331 0.09
```

Structure (SMILES): Cc1ccc(S(=O)(=O)NCC(=O)N(CC(=O)NCc2ccco2)Cc2ccco2)cc1
Energy relative to the best compared isomer or geometry (same formula, charge and spin): 314.7 kJ/mol
2S+1: 1
Lowest unoccupied orbital energy: 0.53 eV
Orbital gap: 9.01 eV